No. 1
Computed, not measured: C41H42ClGe2N3OS2SiW as an isolated structure in a non-equilibrium geometry, with ωB97M-V/def2-TZVPD.

Values from the calculation:
HOMO energy (spin up / spin down) = -0.38208 / -0.38308 Ha
⟨S²⟩ = 0.76
ΔE to the lowest compared entry with this formula, charge and spin = 0.284 eV
Multiplicity = 2
Charge = +1

Geometry (Å):
1 W -1.5592 0.7334 -0.2952
2 C -2.0647 4.7498 3.2369
3 S -3.1959 3.3722 3.5084
4 C -2.8673 2.3149 2.1614
5 S -1.6031 2.7376 0.9959
6 N -3.5694 1.2449 2.0970
7 N -3.2390 0.4467 1.0183
8 C -3.9671 -0.5982 0.7986
9 C -3.6454 -1.3470 -0.3748
10 C -4.4710 -2.2815 -0.8634
11 C -4.1263 -2.9152 -2.1254
12 C -3.0894 -2.4703 -2.8289
13 C -2.2340 -1.3019 -2.4061
14 N -2.4899 -0.8817 -1.0149
15 H -2.2351 5.4134 4.0834
16 H -2.2993 5.2793 2.3174
17 H -1.0280 4.4220 3.2412
18 H -4.8208 -0.8172 1.4301
19 H -5.3540 -2.5717 -0.3135
20 H -4.7340 -3.7290 -2.4960
21 H -2.8385 -2.9142 -3.7850
22 H -2.4648 -0.4683 -3.0891
23 C 1.5153 2.0602 -5.3719
24 Ge 0.1509 2.7113 -4.1199
25 C -1.5968 2.6535 -4.9756
26 C 0.6106 4.5135 -3.5054
27 Ge 0.2367 1.4935 -1.9756
28 C -0.7556 -1.6214 -2.5568
29 C 0.0232 -1.0294 -3.5525
30 C 1.3706 -1.3772 -3.6856
31 C 1.9421 -2.2947 -2.8228
32 C 1.1669 -2.8858 -1.8302
33 C -0.1688 -2.5506 -1.7042
34 C 2.0280 1.5858 -1.2385
35 C 2.1428 1.9634 0.1044
36 C 3.3916 2.1264 0.6898
37 C 4.5377 1.8739 -0.0485
38 C 4.4399 1.4864 -1.3805
39 C 3.1957 1.3642 -1.9760
40 H 1.0341 1.6849 -6.2749
41 H 2.1368 1.2704 -4.9607
42 H 2.1675 2.8886 -5.6483
43 H -1.5602 3.3091 -5.8475
44 H -2.3803 2.9933 -4.3053
45 H -1.8403 1.6468 -5.3162
46 H 0.6902 5.1700 -4.3731
47 H 1.5696 4.5084 -2.9871
48 H -0.1511 4.9182 -2.8394
49 H -0.4449 -0.3639 -4.2720
50 H 1.9610 -0.9537 -4.4857
51 H 2.9852 -2.5629 -2.9262
52 H 1.6103 -3.6073 -1.1551
53 H -0.7836 -3.0124 -0.9430
54 H 1.2597 2.1266 0.7133
55 H 3.4620 2.4265 1.7271
56 H 5.5116 1.9809 0.4114
57 H 5.3362 1.2959 -1.9567
58 H 3.1349 1.0849 -3.0211
59 O -0.3286 -0.1324 0.7121
60 Si 0.2872 -1.0100 2.0607
61 C 1.6617 -2.0965 1.4492
62 C 1.8174 -3.4007 1.9236
63 C 2.9128 -4.1688 1.5500
64 C 3.8788 -3.6363 0.7082
65 C 3.7447 -2.3374 0.2329
66 C 2.6434 -1.5792 0.5965
67 C -1.1951 -1.9616 2.6569
68 C -1.9372 -1.5799 3.7776
69 C -3.0964 -2.2572 4.1297
70 C -3.5287 -3.3359 3.3708
71 C -2.7959 -3.7428 2.2633
72 C -1.6425 -3.0590 1.9123
73 C 0.9208 0.2748 3.2425
74 C 0.0740 1.2249 3.8235
75 C 0.5622 2.1783 4.7026
76 C 1.9155 2.2035 5.0148
77 C 2.7717 1.2677 4.4533
78 C 2.2773 0.3109 3.5776
79 H 1.0790 -3.8263 2.5939
80 H 3.0161 -5.1788 1.9245
81 H 4.7381 -4.2315 0.4271
82 H 4.4969 -1.9153 -0.4220
83 H 2.5470 -0.5732 0.2074
84 H -1.6088 -0.7516 4.3927
85 H -3.6577 -1.9463 5.0011
86 H -4.4280 -3.8690 3.6515
87 H -3.1197 -4.5941 1.6781
88 H -1.0718 -3.3941 1.0544
89 H -0.9863 1.2151 3.6074
90 H -0.1163 2.8903 5.1561
91 H 2.2987 2.9440 5.7050
92 H 3.8244 1.2757 4.7052
93 H 2.9575 -0.4182 3.1529
94 Cl -2.9452 1.9156 -1.8789

Force components x, y, z for each atom (eV/Å):
W -0.9 -0.6 0.3
C 0.0 0.0 0.0
S 0.0 -0.1 0.0
C 0.3 0.2 -0.1
S 0.0 0.4 0.2
N -0.2 -0.2 0.0
N -0.1 -0.1 0.2
C -0.2 0.3 0.1
C 0.3 0.6 -0.1
C 0.1 -0.5 -0.3
C -0.2 0.0 0.2
C 0.2 0.0 -0.1
C 0.0 -0.1 0.0
N -0.3 -0.1 -0.2
H 0.0 0.0 0.0
H 0.0 0.0 0.0
H 0.0 0.0 0.0
H 0.1 -0.1 0.1
H 0.0 0.0 0.0
H 0.0 0.0 0.0
H 0.0 0.0 0.0
H 0.0 0.0 0.1
C 0.0 0.0 0.0
Ge 0.0 0.0 0.1
C 0.0 0.0 0.0
C 0.0 0.0 0.0
Ge 0.4 0.1 -0.4
C 0.1 -0.1 -0.1
C 0.0 0.0 0.0
C -0.1 0.0 0.0
C 0.0 0.0 0.0
C 0.0 0.0 0.0
C -0.1 0.0 0.0
C 0.1 0.0 0.0
C 0.1 0.0 0.0
C 0.0 0.0 0.0
C 0.0 0.0 0.0
C 0.0 0.0 0.0
C 0.0 0.0 0.0
H 0.0 0.0 0.0
H 0.0 0.0 0.0
H 0.0 0.0 0.0
H 0.0 0.0 0.0
H 0.0 0.0 0.0
H 0.0 0.0 0.0
H 0.0 0.0 0.0
H 0.0 0.0 0.0
H 0.0 0.0 0.0
H 0.0 0.0 0.0
H 0.0 0.1 0.0
H 0.0 0.0 0.0
H 0.0 0.0 0.0
H 0.0 0.0 0.0
H 0.0 0.0 0.0
H 0.0 0.0 0.0
H 0.0 0.0 0.0
H 0.0 0.0 0.0
H 0.0 0.0 0.0
O 0.4 -0.1 0.3
Si 0.0 0.1 -0.1
C 0.0 0.1 0.0
C 0.0 0.0 0.0
C 0.0 0.0 0.0
C 0.0 0.0 0.0
C 0.0 0.0 0.0
C 0.0 0.0 0.1
C 0.0 0.0 0.0
C 0.0 0.0 0.0
C 0.0 0.0 0.0
C 0.0 0.0 0.0
C 0.0 0.0 0.0
C 0.0 0.0 0.0
C 0.0 0.0 0.0
C 0.0 0.0 0.0
C 0.0 0.0 0.0
C 0.0 0.0 0.0
C 0.0 0.0 0.0
C 0.0 0.0 0.0
H 0.0 0.0 0.0
H 0.0 0.0 0.0
H 0.0 0.0 0.0
H 0.0 0.0 0.0
H 0.0 0.0 0.0
H 0.0 0.0 0.0
H 0.0 0.0 0.0
H 0.0 0.0 0.0
H 0.0 0.0 0.0
H 0.0 0.0 0.0
H 0.0 0.0 0.0
H 0.0 0.0 0.0
H 0.0 0.0 0.0
H 0.0 0.0 0.0
H 0.0 0.0 0.0
Cl 0.1 0.0 0.0

No. 2
Computed, not measured: C20H21F5N4OPdSSi as an isolated structure in a non-equilibrium geometry, with ωB97M-V/def2-TZVPD.

Values from the calculation:
HOMO energy (spin up / spin down) = -0.51039 / -0.51033 Ha
ΔE to the lowest compared entry with this formula, charge and spin = 1.674 eV
Charge = +2

Geometry (Å):
1 Pd 0.1417 0.1419 0.4287
2 F 1.0853 -5.6998 -3.4004
3 C 1.2557 -4.5635 -2.7498
4 C 0.2489 -4.0606 -1.9588
5 F -0.9000 -4.7129 -1.8442
6 C 0.4404 -2.8731 -1.2778
7 F -0.5724 -2.4429 -0.5129
8 C 1.6121 -2.1474 -1.3822
9 S 2.0110 -0.5918 -0.6114
10 C 2.6054 -2.6832 -2.1838
11 F 3.7616 -2.0241 -2.3077
12 C 2.4449 -3.8730 -2.8577
13 F 3.4255 -4.3472 -3.6084
14 C -0.5560 4.5276 -0.3137
15 Si -1.3000 2.9223 0.1456
16 C -0.8474 2.5294 1.8704
17 C -3.0997 2.7800 -0.1167
18 N -0.5671 1.5231 -0.8963
19 C -0.5724 1.4564 -2.1771
20 C -1.0374 2.6024 -2.9969
21 C -0.9790 2.5414 -4.3393
22 C -0.4828 1.3570 -4.9588
23 C -0.0649 0.2195 -4.2432
24 C -0.1065 0.2481 -2.8884
25 H -0.8894 5.2444 0.4444
26 H -0.8589 4.9230 -1.2854
27 H 0.5361 4.4853 -0.2853
28 H -1.0837 3.4141 2.4758
29 H 0.2168 2.3377 2.0011
30 H -1.4254 1.6970 2.2841
31 H -3.5927 3.5053 0.5402
32 H -3.4610 1.7805 0.1389
33 H -3.3969 3.0006 -1.1477
34 H -1.4037 3.4915 -2.5032
35 H -1.3009 3.3760 -4.9476
36 H -0.4353 1.3294 -6.0444
37 H 0.2767 -0.6615 -4.7706
38 H 0.1730 -0.6005 -2.3017
39 C -1.8325 -1.9324 4.4564
40 N -0.4676 -1.5525 4.0274
41 C 0.6127 -1.6700 4.8568
42 C 1.8482 -1.2979 4.4807
43 C 1.9994 -0.7462 3.1740
44 N 0.9440 -0.6141 2.3743
45 C -0.2893 -1.0350 2.7769
46 O -1.2229 -0.9240 1.9739
47 N 3.1871 -0.3448 2.7264
48 H -1.7472 -2.6023 5.3059
49 H -2.3363 -2.4338 3.6393
50 H -2.3990 -1.0490 4.7390
51 H 0.4099 -2.0850 5.8349
52 H 2.6933 -1.4176 5.1427
53 H 4.0168 -0.4621 3.2811
54 H 3.2815 0.0142 1.7926

Force components x, y, z for each atom (eV/Å):
Pd 0.8 0.0 0.8
F 0.0 0.1 0.0
C -0.1 -0.5 -0.3
C -0.3 -0.1 0.1
F 0.1 0.1 0.0
C -0.3 -0.1 0.1
F 0.0 0.2 0.1
C 0.0 0.4 0.5
S -0.2 0.5 -0.4
C 0.5 0.1 -0.2
F -0.1 -0.1 0.0
C 0.4 0.0 -0.2
F -0.1 0.0 0.0
C 0.3 0.3 -0.4
Si 0.0 -0.1 -0.1
C 0.1 -0.3 0.6
C -0.4 -0.1 -0.3
N 0.4 -0.8 0.7
C -0.2 0.2 -1.1
C 0.1 -0.5 0.6
C 0.2 -0.4 -0.4
C 0.0 0.0 0.0
C -0.1 0.4 -0.4
C -0.3 0.8 0.5
H 0.1 0.0 0.0
H 0.1 0.1 0.2
H 0.0 0.1 0.0
H 0.0 -0.1 -0.1
H 0.1 0.0 0.1
H 0.1 0.0 0.0
H 0.0 -0.1 -0.1
H 0.0 0.1 0.0
H -0.1 0.0 0.2
H 0.0 -0.1 0.0
H 0.0 -0.1 0.0
H 0.0 0.0 0.1
H 0.0 0.0 0.0
H 0.0 -0.2 0.1
C 0.3 0.0 0.0
N 0.0 0.0 0.2
C -0.4 -0.1 0.0
C 0.1 0.1 -0.1
C 0.6 0.2 -0.2
N -0.9 -0.2 -0.6
C 0.1 -0.1 0.2
O -0.7 0.4 0.0
N -0.1 0.0 0.2
H 0.0 0.0 0.0
H 0.0 -0.1 -0.1
H 0.0 0.1 0.0
H 0.0 0.0 0.0
H 0.0 0.0 -0.1
H 0.0 0.0 0.0
H 0.0 -0.1 -0.1

No. 3
Computed, not measured: C40H51N8O3P2ReTe as an isolated structure, with ωB97M-V/def2-TZVPD.

Values from the calculation:
HOMO energy (spin up / spin down) = -0.35709 / -0.36739 Ha
⟨S²⟩ = 3.86
ΔE to the lowest compared entry with this formula, charge and spin = 1.646 eV
Multiplicity = 4
Charge = +1

Geometry (Å):
1 Re 1.2333 -0.6453 1.1874
2 C -0.7734 -3.2809 2.4157
3 P 0.9551 -3.0693 1.9049
4 C 1.9168 -3.2557 3.4277
5 C 1.2016 -4.6597 1.0137
6 C 2.5903 -5.1901 0.6676
7 P 3.5208 -4.3055 -0.6548
8 C 2.3521 -4.5372 -2.0545
9 C 4.7374 -5.6251 -1.0423
10 H -0.9549 -4.3077 2.7357
11 H -1.4448 -3.0343 1.5920
12 H -0.9843 -2.6067 3.2437
13 H 1.6323 -4.1776 3.9383
14 H 1.7281 -2.4021 4.0788
15 H 2.9802 -3.2669 3.1942
16 H 0.5465 -4.6527 0.1384
17 H 0.7474 -5.3712 1.7128
18 H 2.4636 -6.2270 0.3374
19 H 3.2160 -5.2283 1.5632
20 H 1.9654 -5.5583 -2.0990
21 H 2.8691 -4.3266 -2.9917
22 H 1.5162 -3.8391 -1.9842
23 H 4.2517 -6.5792 -1.2562
24 H 5.4209 -5.7606 -0.2030
25 H 5.3325 -5.3346 -1.9096
26 C -4.0249 3.4356 -5.0950
27 C -3.4613 2.6753 -3.9276
28 C -2.6266 3.2877 -3.0046
29 C -2.0965 2.6040 -1.9144
30 C -1.1633 3.3479 -1.0045
31 C -2.4508 1.2606 -1.7258
32 Te -1.7919 0.2253 0.0092
33 N 0.2719 -0.2001 2.6354
34 C 0.1365 0.2601 3.9151
35 O 1.0539 0.8906 4.4143
36 C -1.1618 0.0001 4.5962
37 C -2.3161 -0.3246 3.8914
38 C -3.5109 -0.5145 4.5668
39 C -3.5525 -0.3825 5.9479
40 C -2.4025 -0.0516 6.6530
41 C -1.2095 0.1475 5.9792
42 C -2.4480 1.6474 1.4233
43 C -1.4935 2.3685 2.1337
44 C -1.8744 3.2982 3.0852
45 C -3.2252 3.5092 3.3188
46 C -4.1736 2.7987 2.6015
47 C -3.8120 1.8537 1.6419
48 C -4.8811 1.1261 0.8779
49 C -3.2788 0.6127 -2.6496
50 C -3.7156 -0.8250 -2.5384
51 C -3.7594 1.3336 -3.7408
52 H -3.6230 4.4469 -5.1393
53 H -5.1104 3.5120 -5.0207
54 H -3.8005 2.9352 -6.0382
55 H -2.3639 4.3313 -3.1377
56 H -0.7553 4.2239 -1.5098
57 H -0.3392 2.7056 -0.6849
58 H -1.6697 3.6976 -0.1058
59 H -2.2921 -0.3966 2.8098
60 H -4.4114 -0.7508 4.0157
61 H -4.4854 -0.5274 6.4759
62 H -2.4400 0.0595 7.7280
63 H -0.3060 0.4233 6.5053
64 H -0.4422 2.2113 1.9303
65 H -1.1221 3.8607 3.6207
66 H -3.5423 4.2357 4.0545
67 H -5.2260 2.9743 2.7871
68 H -5.8470 1.2452 1.3652
69 H -4.6619 0.0598 0.7979
70 H -4.9656 1.5144 -0.1404
71 H -3.1726 -1.3805 -1.7777
72 H -3.5819 -1.3339 -3.4932
73 H -4.7772 -0.8781 -2.2883
74 H -4.4022 0.8270 -4.4528
75 N 0.7009 5.5387 1.5853
76 C 1.3345 4.6534 1.2052
77 N 2.1104 3.6917 0.7179
78 C 1.8470 2.4705 0.8549
79 N 1.7050 1.3051 0.8762
80 C 5.5377 -1.1844 -2.6153
81 N 4.7769 -1.1302 -1.3877
82 C 5.3357 -1.2460 -0.0559
83 C 4.0911 -1.1126 0.7935
84 O 4.0036 -1.1755 1.9983
85 N 3.0046 -0.9200 -0.0382
86 C 3.4519 -0.9537 -1.3111
87 N 2.6701 -0.8714 -2.3788
88 H 6.5934 -1.2427 -2.3651
89 H 5.3826 -0.2847 -3.2140
90 H 5.2793 -2.0668 -3.2058
91 H 6.0469 -0.4472 0.1654
92 H 5.8008 -2.2175 0.1146
93 H 1.7257 -0.4182 -2.3363
94 H 3.1106 -0.8929 -3.2839
95 O 0.5206 0.6300 -2.3762
96 N 0.8154 1.6827 -3.0934
97 C 1.7908 2.5232 -2.6925
98 C 2.0745 3.6654 -3.4065
99 C 1.3524 3.9534 -4.5545
100 C 0.3570 3.0741 -4.9511
101 C 0.0999 1.9448 -4.2054
102 H 2.2770 2.2379 -1.7758
103 H 2.8481 4.3256 -3.0419
104 H 1.5549 4.8497 -5.1224
105 H -0.2419 3.2593 -5.8310
106 H -0.6717 1.2193 -4.4163

Force components x, y, z for each atom (eV/Å):
Re -0.4 0.1 0.0
C 0.0 0.0 0.0
P 0.0 0.2 -0.1
C 0.0 -0.1 0.0
C -0.1 0.0 0.0
C 0.0 0.0 0.0
P 0.0 0.0 0.0
C 0.0 0.0 0.0
C 0.0 0.0 0.0
H 0.0 0.0 0.0
H 0.0 0.0 0.0
H 0.0 0.1 0.0
H 0.0 0.0 0.0
H 0.0 0.0 0.0
H 0.0 0.0 0.0
H 0.0 0.1 0.0
H 0.0 0.0 -0.1
H 0.0 0.0 0.0
H 0.0 0.0 0.0
H 0.0 0.0 0.0
H 0.0 0.0 0.0
H 0.0 0.0 0.0
H 0.0 0.0 0.0
H 0.0 0.0 0.0
H 0.0 0.0 0.0
C 0.0 0.0 0.0
C 0.0 0.0 0.0
C 0.0 0.0 0.0
C 0.0 0.0 0.0
C 0.1 0.0 0.0
C 0.0 0.1 0.0
Te 0.1 -0.1 -0.1
N 0.4 -0.2 0.0
C -0.1 0.2 0.0
O -0.1 -0.1 0.0
C 0.0 0.0 0.1
C 0.0 -0.2 0.0
C 0.0 0.0 0.0
C 0.0 0.0 0.0
C 0.0 0.0 0.0
C 0.0 0.0 0.0
C 0.1 0.2 -0.1
C 0.0 0.0 -0.1
C 0.0 0.0 0.0
C 0.0 0.0 0.0
C 0.0 0.0 0.0
C 0.0 0.0 0.0
C 0.0 0.0 0.0
C 0.0 0.0 0.0
C 0.0 0.0 0.0
C 0.0 0.0 0.0
H 0.0 0.0 0.0
H 0.0 0.0 0.0
H 0.0 0.0 0.0
H 0.0 0.0 0.0
H 0.0 0.0 0.0
H 0.0 0.0 0.0
H 0.0 0.0 0.0
H 0.0 -0.1 0.2
H 0.0 0.0 0.0
H 0.0 0.0 0.0
H 0.0 0.0 0.0
H 0.0 0.0 0.0
H -0.1 0.0 0.0
H 0.0 0.0 0.0
H 0.0 0.0 0.0
H 0.0 0.0 0.0
H 0.0 0.0 0.0
H 0.0 0.0 0.0
H 0.0 0.0 0.0
H 0.0 0.0 0.0
H 0.0 0.0 0.0
H 0.0 0.0 0.0
H 0.0 0.0 0.0
N -0.1 0.1 0.0
C 0.0 0.1 0.0
N 0.1 -0.1 -0.2
C 0.1 0.1 0.1
N 0.0 0.0 0.0
C 0.0 -0.1 0.0
N -0.1 0.1 0.0
C 0.0 0.0 0.0
C 0.0 -0.1 0.0
O 0.0 0.0 0.0
N -0.1 -0.1 0.1
C 0.0 -0.1 -0.3
N 0.4 -0.1 0.1
H 0.0 0.0 0.0
H 0.0 0.0 0.0
H 0.0 0.0 0.0
H 0.0 0.0 0.0
H 0.0 0.0 0.0
H 0.0 0.2 0.1
H 0.0 0.0 0.0
O 0.0 -0.2 0.0
N -0.1 0.1 -0.1
C -0.1 0.0 0.0
C 0.0 0.0 0.0
C 0.0 0.0 0.0
C 0.0 0.0 0.0
C 0.0 0.0 0.1
H 0.1 0.0 0.1
H 0.0 0.0 0.0
H 0.0 0.0 0.0
H 0.0 0.0 0.0
H 0.0 0.0 0.0

No. 4
Computed, not measured: C20H14N5O5SW as an isolated structure, with ωB97M-V/def2-TZVPD.

Values from the calculation:
HOMO energy (spin up / spin down) = -0.41610 / -0.42223 Ha
⟨S²⟩ = 2.07
ΔE to the lowest compared entry with this formula, charge and spin = 0.023 eV
Multiplicity = 3
Charge = +1

Geometry (Å):
1 W 0.2247 1.7673 0.4792
2 O -3.2862 6.0797 3.1821
3 C -2.4961 5.2172 2.5545
4 C -2.3928 5.1490 1.1543
5 C -1.5310 4.2211 0.6289
6 N -0.8036 3.4171 1.3989
7 C -0.9640 3.4129 2.7235
8 C -1.7957 4.2961 3.3559
9 C -0.3007 2.2052 3.3510
10 O -0.2151 2.0108 4.5202
11 O 0.1023 1.3473 2.3885
12 C -1.4351 3.8220 -0.8283
13 O -1.8960 4.4450 -1.7300
14 O -0.8215 2.6260 -0.9386
15 H -3.7439 6.6666 2.5665
16 H -2.9842 5.7681 0.4922
17 H -1.9331 4.2642 4.4274
18 S 2.4273 1.8076 -0.1008
19 C 2.5859 0.1457 -0.7120
20 N 3.7791 -0.1669 -1.1612
21 N 4.1188 -1.3107 -1.6309
22 C 3.3626 -2.5376 -1.6865
23 C 3.2284 -3.2912 -0.5289
24 C 2.5303 -4.4849 -0.5860
25 C 1.9845 -4.9155 -1.7910
26 C 2.1338 -4.1536 -2.9394
27 C 2.8291 -2.9507 -2.8929
28 N 1.5271 -0.6775 -0.7307
29 N 0.4394 -0.1729 -0.2883
30 C -0.6946 -1.0524 -0.3306
31 C -0.5987 -2.3334 -0.8620
32 C -1.7238 -3.1389 -0.8814
33 C -2.9343 -2.6803 -0.3788
34 C -3.0245 -1.4007 0.1494
35 C -1.9043 -0.5880 0.1726
36 H 5.0797 -1.3258 -1.9456
37 H 3.6657 -2.9421 0.3977
38 H 2.4217 -5.0864 0.3063
39 H 1.4506 -5.8554 -1.8339
40 H 1.7165 -4.4935 -3.8775
41 H 2.9512 -2.3439 -3.7804
42 H 0.3436 -2.6874 -1.2536
43 H -1.6535 -4.1360 -1.2951
44 H -3.8073 -3.3179 -0.3991
45 H -3.9634 -1.0365 0.5423
46 H -1.9990 0.4115 0.5920

Force components x, y, z for each atom (eV/Å):
W 0.0 0.2 0.1
O 0.0 0.0 0.0
C 0.0 -0.1 0.0
C 0.1 0.0 0.1
C -0.2 0.0 -0.2
N 0.0 0.0 0.0
C -0.1 -0.2 0.2
C 0.1 0.1 -0.1
C 0.0 0.0 -0.1
O 0.0 0.0 0.0
O -0.1 -0.1 0.2
C 0.1 -0.1 0.0
O 0.0 0.0 0.0
O -0.1 0.0 -0.2
H 0.0 0.0 0.0
H 0.0 0.0 0.0
H 0.0 0.0 0.0
S -0.1 0.0 0.0
C 0.0 0.0 0.0
N 0.0 0.0 0.0
N 0.0 0.0 0.0
C 0.0 0.0 0.1
C 0.0 0.0 0.0
C 0.0 0.0 0.0
C 0.0 0.0 0.0
C 0.0 0.0 0.0
C 0.0 0.0 0.0
N 0.0 0.0 0.0
N 0.0 -0.1 0.0
C 0.0 0.0 0.0
C 0.0 0.0 0.0
C 0.0 0.0 0.0
C 0.0 0.0 0.0
C 0.0 0.0 0.0
C 0.0 0.0 0.0
H 0.0 0.0 0.0
H 0.0 0.0 0.0
H 0.0 0.0 0.0
H 0.0 0.0 0.0
H 0.0 0.0 0.0
H 0.0 0.0 0.0
H 0.0 0.0 0.0
H 0.0 0.0 0.0
H 0.0 0.0 0.0
H 0.0 0.0 0.0
H 0.0 0.0 0.0